Entry 1:
14
Properties=species:S:1:pos:R:3:mulliken_spin:R:1 method="wB97M-V/def2-TZVPD" e_above_lowest_kcal_mol=115.5 homo_energy_ev="-6.25 / -9.41" lumo_ev="0.889 / -1.966" spin_multiplicity=3
P -1.0957 -0.3796 -0.8467 0.881
O 1.1052 0.8843 -2.0828 0.373
C -0.1111 1.6865 -1.4862 0.112
C 1.4839 0.1280 0.2038 -0.004
C -1.8959 0.1274 0.7259 -0.031
C 0.8766 1.0423 -0.8118 0.575
C 0.5500 -1.1331 -0.0568 0.046
H 1.4487 0.4786 1.3096 -0.001
H 2.4826 0.0473 -0.0695 -0.002
H -2.0174 -0.7278 1.3703 0.025
H 1.0886 -1.8383 -0.9014 0.001
H -2.8935 0.6640 0.4901 0.000
H -1.3944 0.7897 1.3790 0.020
H 0.3724 -1.7694 0.7763 0.006



Entry 2:
9
Properties=species:S:1:pos:R:3:lowdin_charge:R:1 method="wB97M-V/def2-TZVPD" e_above_lowest_kcal_mol=70.0 homo_energy_ev=-9.56 smiles="FC(F)=COC=S" lumo_ev=-0.257 spin_multiplicity=1
S 0.4112 -1.1881 -2.2951 0.768
F -0.5178 1.8423 2.2270 0.082
F -0.7273 1.3869 0.0740 0.064
O 0.1393 -1.2715 0.4385 -0.072
C 0.3593 -0.5686 -0.8425 -0.699
C 0.2597 -0.2940 1.3444 -0.166
C -0.2470 0.9055 1.2428 -0.318
H 0.7783 0.5131 -0.4730 0.132
H 0.5015 -0.6518 2.5086 0.210